Record 1
Computed, not measured: a molecular structure, C51H55CaN3P2Sb2, with ωB97M-V/def2-TZVPD.

Each line ends with the Mulliken charge.
Geometry (Å):
Ca1 0.386 -0.504 -0.441  1.94
C1 -2.031 -2.362 2.670  -1.43
C2 -0.660 -1.982 3.230  -1.40
P1 0.172 -0.496 2.538  2.47
C3 1.763 -0.536 3.419  0.53
C4 2.682 -1.512 3.027  -0.88
C5 3.905 -1.627 3.667  -0.88
C6 4.227 -0.754 4.699  -0.67
C7 3.322 0.220 5.090  -0.70
C8 2.090 0.330 4.458  -0.78
C9 -0.685 0.975 3.160  -0.15
C10 -0.189 2.222 2.767  -0.05
C11 -0.835 3.387 3.140  -0.93
C12 -2.005 3.323 3.889  -0.56
C13 -2.501 2.093 4.290  -1.01
C14 -1.839 0.922 3.936  -0.66
C15 -2.194 -2.320 1.148  0.44
P2 -0.824 -3.075 0.171  0.89
C16 -0.710 -4.772 0.765  0.40
C17 -1.795 -5.644 0.668  -0.42
C18 -1.692 -6.929 1.171  -0.74
C19 -0.510 -7.349 1.772  -0.52
C20 0.573 -6.488 1.868  -0.67
C21 0.474 -5.199 1.362  -0.30
C22 -1.590 -3.180 -1.484  0.75
C23 -2.608 -2.322 -1.900  -0.42
C24 -3.164 -2.450 -3.170  -0.67
C25 -2.713 -3.438 -4.030  -0.68
C26 -1.679 -4.280 -3.633  -0.61
C27 -1.112 -4.145 -2.378  -0.90
H1 -2.799 -1.714 3.095  0.47
H2 -2.265 -3.370 3.017  0.48
H3 0.060 -2.784 3.036  0.71
H4 -0.708 -1.890 4.318  0.74
H5 2.433 -2.201 2.225  0.49
H6 4.609 -2.391 3.362  0.50
H7 5.182 -0.839 5.199  0.43
H8 3.570 0.895 5.899  0.45
H9 1.385 1.086 4.780  0.41
H10 0.717 2.283 2.172  0.39
H11 -0.432 4.348 2.843  0.49
H12 -2.524 4.232 4.163  0.42
H13 -3.400 2.040 4.889  0.45
H14 -2.229 -0.027 4.281  0.40
H15 -2.295 -1.279 0.817  -1.03
H16 -3.135 -2.804 0.873  0.94
H17 -2.713 -5.324 0.188  0.38
H18 -2.531 -7.608 1.095  0.44
H19 -0.434 -8.355 2.163  0.42
H20 1.492 -6.820 2.330  0.47
H21 1.322 -4.525 1.429  0.17
H22 -3.026 -1.580 -1.230  0.27
H23 -3.971 -1.794 -3.469  0.48
H24 -3.165 -3.557 -5.005  0.42
H25 -1.325 -5.054 -4.302  0.46
H26 -0.325 -4.825 -2.071  0.48
C28 0.200 -1.421 -4.986  -1.42
Sb1 0.882 -0.030 -3.538  0.78
C29 -0.105 1.711 -4.276  -1.42
C30 2.839 0.325 -4.358  -1.40
C31 3.734 -0.874 -4.218  0.52
C32 3.621 -1.898 -5.163  -0.55
C33 4.403 -3.036 -5.101  -0.88
C34 5.338 -3.166 -4.083  -0.75
C35 5.476 -2.151 -3.155  -0.33
C36 4.685 -0.998 -3.197  0.87
C37 4.918 0.048 -2.147  -1.84
Sb2 4.303 -0.560 -0.151  0.87
C38 2.904 -2.097 -0.766  -0.92
C39 2.798 1.007 0.016  -1.47
H27 0.689 -2.382 -4.848  0.41
H28 0.428 -1.026 -5.975  0.52
H29 -0.874 -1.543 -4.878  0.36
H30 -0.091 1.690 -5.364  0.51
H31 0.407 2.609 -3.934  0.43
H32 -1.137 1.738 -3.930  0.38
H33 3.246 1.220 -3.894  0.60
H34 2.657 0.559 -5.408  0.66
H35 2.918 -1.782 -5.980  0.47
H36 4.299 -3.806 -5.853  0.44
H37 5.973 -4.040 -4.028  0.43
H38 6.233 -2.237 -2.382  0.45
H39 4.444 1.001 -2.367  0.39
H40 5.987 0.241 -2.051  0.60
H41 3.431 -3.051 -0.785  0.79
H42 2.501 -1.932 -1.768  0.22
H43 2.102 -2.245 -0.033  -0.28
H44 3.294 1.954 0.224  0.63
H45 2.125 0.830 0.862  0.28
H46 2.273 1.145 -0.938  0.14
N1 -2.313 6.525 0.149  0.04
C40 -3.160 7.447 0.729  0.73
C41 -3.228 8.837 0.653  -1.13
C42 -4.228 9.438 1.384  -0.43
C43 -5.133 8.690 2.165  -0.52
C44 -5.061 7.319 2.234  -0.85
C45 -4.052 6.688 1.499  0.59
N2 -3.755 5.346 1.381  -0.45
C46 -2.728 5.291 0.576  -0.06
C47 -2.093 4.030 0.207  0.82
C48 -0.906 3.943 -0.519  -0.99
C49 -0.355 2.701 -0.759  -0.98
N3 -0.897 1.553 -0.331  0.37
C50 -2.058 1.649 0.342  -0.71
C51 -2.682 2.838 0.626  -0.57
H47 -1.570 6.734 -0.493  0.17
H48 -2.539 9.416 0.054  0.40
H49 -4.326 10.514 1.360  0.40
H50 -5.901 9.214 2.717  0.40
H51 -5.755 6.739 2.827  0.45
H52 -0.388 4.820 -0.883  0.41
H53 0.578 2.625 -1.308  0.49
H54 -2.495 0.724 0.696  0.13
H55 -3.606 2.865 1.185  0.67

Properties
F_max ... 0.007 hartree/bohr
Energy above the lowest of the compared OMol25 structures with the same formula, charge and spin ... 3.9 kcal/mol
Lowest unoccupied orbital energy ... -4.94 eV
HOMO-LUMO gap ... 7.3435 eV
Multiplicity ... 1
Charge ... +2

Record 2
Computed, not measured: a molecular structure, C16H15Br2O3Zr, with ωB97M-V/def2-TZVPD.

Each line ends with the Mulliken charge.
Geometry (Å):
Zr1 0.273 0.149 -0.188  1.31
Br1 -1.506 0.287 2.017  0.03
C1 -2.584 1.562 1.034  -0.37
Br2 -1.907 1.701 -0.798  0.02
H1 -2.478 2.540 1.490  0.44
H2 -3.601 1.192 0.971  0.42
O1 1.516 1.267 0.969  -0.59
C2 2.327 1.475 -0.053  1.55
O2 1.843 0.825 -1.137  -0.76
C3 3.498 2.214 -0.028  0.28
C4 4.265 2.352 -1.216  -0.26
C5 5.429 3.076 -1.177  -0.77
C6 5.832 3.659 0.029  -0.23
C7 5.087 3.531 1.206  -0.77
C8 3.919 2.813 1.190  -0.26
H3 3.931 1.892 -2.136  0.45
H4 6.030 3.196 -2.067  0.45
H5 6.754 4.228 0.052  0.44
H6 5.431 3.996 2.119  0.45
H7 3.326 2.699 2.087  0.44
C9 1.667 -2.836 0.939  -1.27
C10 0.768 -2.934 -0.247  1.23
O3 0.166 -1.775 -0.554  -0.61
C11 0.523 -4.067 -0.997  0.68
C12 -0.367 -4.044 -2.115  -0.23
C13 -0.595 -5.187 -2.827  -0.80
C14 0.045 -6.376 -2.447  -0.23
C15 0.917 -6.433 -1.354  -0.91
C16 1.162 -5.295 -0.635  -0.27
H8 1.885 -1.779 1.121  0.32
H9 2.609 -3.366 0.827  0.41
H10 1.167 -3.239 1.825  0.38
H11 -0.858 -3.123 -2.396  0.36
H12 -1.262 -5.184 -3.677  0.44
H13 -0.142 -7.278 -3.018  0.44
H14 1.393 -7.366 -1.085  0.45
H15 1.836 -5.339 0.210  0.33

Properties
F_max ... 0.011 hartree/bohr
Energy above the lowest of the compared OMol25 structures with the same formula, charge and spin ... 0.8 kcal/mol
Lowest unoccupied orbital energy ... -11.53 eV
HOMO-LUMO gap ... 6.6056 eV
Multiplicity ... 1
Charge ... +3

Record 3
Computed, not measured: C4H6N2O2 in the gas phase in a non-equilibrium geometry, with ωB97M-V/def2-TZVPD.

Each line ends with the Mulliken charge.
Geometry (Å):
C1 -2.200 -0.140 0.278  -0.55
C2 0.655 -1.456 -0.292  -0.13
C3 2.204 0.030 0.070  -0.48
C4 1.086 0.825 -0.192  0.37
H1 -2.554 -1.123 0.175  0.25
H2 -1.598 0.012 1.210  0.32
H3 -3.088 0.521 0.131  0.24
H4 0.163 -2.375 -0.250  0.42
H5 3.319 0.164 0.387  0.33
H6 0.211 2.681 0.019  0.34
N1 0.042 -0.092 -0.386  0.29
N2 1.952 -1.404 -0.179  -0.54
O1 -1.226 0.163 -0.761  -0.35
O2 1.035 2.193 -0.210  -0.51

Properties
F_max ... 0.080 hartree/bohr
Energy above the lowest of the compared OMol25 structures with the same formula, charge and spin ... 105.0 kcal/mol
Lowest unoccupied orbital energy ... 0.48 eV
HOMO-LUMO gap ... 8.7412 eV
Multiplicity ... 1

Record 4
Computed, not measured: a molecular structure, C3H8N2OS in a non-equilibrium geometry, with ωB97M-V/def2-TZVPD.

Each line ends with the Mulliken charge.
Geometry (Å):
C1 0.207 0.879 2.189  -0.85
C2 0.806 0.245 0.919  -0.52
C3 -0.608 -0.212 -1.175  0.33
H1 -0.896 1.789 2.014  0.20
H2 -0.223 -0.229 2.712  0.24
H3 0.965 1.422 2.850  0.32
H4 1.011 -0.908 0.992  0.23
H5 1.521 0.652 0.256  0.49
H6 -1.410 0.877 0.278  0.23
H7 1.022 -1.274 -0.965  0.20
H8 -0.521 -1.255 -3.391  0.30
N1 -0.617 0.271 0.091  -0.20
N2 0.408 -0.833 -1.690  -0.06
O1 0.442 -1.352 -3.060  -0.37
S1 -2.107 -0.072 -2.020  -0.55

Properties
F_max ... 0.109 hartree/bohr
Energy above the lowest of the compared OMol25 structures with the same formula, charge and spin ... 128.6 kcal/mol
Lowest unoccupied orbital energy ... 0.43 eV
HOMO-LUMO gap ... 8.6871 eV
Multiplicity ... 1

Record 5
Computed, not measured: a molecular structure, C28H27HfN8OS3 in a non-equilibrium geometry, with ωB97M-V/def2-TZVPD.

Each line ends with the Mulliken charge.
Geometry (Å):
Hf1 -0.355 0.745 -1.003  0.98
S1 0.515 2.932 -4.910  -0.25
C1 1.199 1.389 -5.316  1.01
C2 1.987 1.071 -6.415  -0.62
C3 2.380 -0.242 -6.573  -0.67
C4 1.936 -1.223 -5.684  -0.94
C5 1.160 -0.907 -4.590  -0.34
C6 0.809 0.426 -4.364  -0.37
N1 0.051 0.934 -3.322  -0.28
C7 -0.212 2.232 -3.517  0.43
C8 -1.189 2.946 -2.706  1.29
C9 -1.621 4.222 -3.084  -0.91
C10 -2.726 4.780 -2.468  -0.87
C11 -3.408 4.063 -1.499  -0.71
C12 -2.939 2.826 -1.062  -0.30
C13 -1.814 2.237 -1.638  0.24
H1 2.264 1.834 -7.124  0.46
H2 3.007 -0.523 -7.404  0.45
H3 2.193 -2.251 -5.877  0.45
H4 0.762 -1.689 -3.959  0.63
H5 -1.107 4.753 -3.873  0.46
H6 -3.073 5.757 -2.764  0.45
H7 -4.308 4.473 -1.072  0.46
H8 -3.498 2.315 -0.283  0.56
C14 3.092 -3.829 -1.963  -1.34
C15 3.355 -2.393 -1.809  1.02
N2 4.489 -1.794 -1.914  -0.76
N3 4.279 -0.489 -1.705  0.32
C16 2.989 -0.224 -1.465  0.14
S2 2.285 1.262 -1.118  -0.45
N4 2.366 -1.448 -1.524  0.61
N5 0.990 -1.657 -1.339  -0.75
H9 4.041 -4.356 -2.013  0.37
H10 2.556 -4.022 -2.892  0.32
H11 2.512 -4.224 -1.128  0.36
H12 5.051 0.165 -1.760  0.20
H13 0.859 -2.314 -0.558  0.32
H14 0.624 -2.134 -2.177  0.19
C17 -1.371 2.518 2.490  -0.82
C18 -0.226 2.974 1.639  0.72
N6 0.462 4.020 2.043  -0.34
O1 0.084 2.352 0.585  -0.42
H15 -1.078 1.617 3.033  0.19
H16 -2.226 2.273 1.860  0.12
H17 -1.665 3.267 3.220  0.45
H18 0.211 4.528 2.881  0.24
H19 1.248 4.371 1.510  0.26
S3 0.216 -2.538 4.954  -0.13
C19 -0.167 -1.781 3.468  0.96
C20 0.922 -1.221 2.755  -1.20
C21 0.721 -0.589 1.564  -0.23
N7 -0.497 -0.489 0.950  0.22
C22 -1.543 -1.023 1.636  -1.01
C23 -1.432 -1.640 2.857  -0.42
C24 -1.326 -2.766 5.882  0.39
C25 -1.485 -1.940 6.984  -0.22
C26 -2.559 -2.212 7.830  -0.47
N8 -3.398 -3.199 7.614  -0.47
C27 -3.247 -3.971 6.561  -0.38
C28 -2.212 -3.803 5.641  -0.15
H20 1.916 -1.292 3.167  0.49
H21 1.555 -0.104 1.059  0.38
H22 -2.513 -0.940 1.155  0.46
H23 -2.312 -2.033 3.340  0.55
H24 -0.785 -1.148 7.206  0.42
H25 -2.734 -1.619 8.717  0.38
H26 -3.968 -4.769 6.455  0.38
H27 -2.091 -4.486 4.815  0.47

Properties
F_max ... 0.052 hartree/bohr
Energy above the lowest of the compared OMol25 structures with the same formula, charge and spin ... 41.3 kcal/mol
Lowest unoccupied orbital energy ... -9.69 eV
HOMO-LUMO gap ... 5.9047 eV
Multiplicity ... 1
Charge ... +3

Record 6
Computed, not measured: 4 unconnected molecules or ions with the total composition C25H42F5N3O13P3 in a non-equilibrium geometry, with ωB97M-V/def2-TZVPD.

Each line ends with the Mulliken charge.
Geometry (Å):
C1 -5.077 -2.849 3.743  -1.45
C2 -3.882 -2.181 3.053  0.43
O1 -4.116 -0.776 2.812  -0.43
P1 -3.214 -0.128 1.623  0.69
O2 -3.668 1.277 1.472  -0.87
C3 -1.460 -0.080 2.135  -0.64
C4 -0.651 -1.404 2.088  -1.41
P2 0.349 -1.781 0.511  -0.38
C5 1.510 -2.979 1.451  -1.24
C6 2.422 -3.886 0.628  -1.03
O3 1.910 -4.286 -0.644  -0.08
C7 2.608 -5.366 -1.179  -0.96
C8 1.814 -6.662 -1.222  0.99
F1 0.765 -6.620 -2.034  -0.25
F2 1.452 -7.113 -0.025  -0.28
F3 2.642 -7.613 -1.745  -0.32
O4 -0.687 -0.585 -0.484  -0.60
C9 -0.069 -0.036 -1.462  0.73
N1 0.605 0.322 -2.334  -0.70
P3 1.778 -0.078 1.051  0.33
N2 3.209 -0.176 0.334  -0.61
N3 -0.886 -3.056 -0.033  0.77
C10 -0.958 -4.287 0.547  0.11
O5 -1.210 -4.584 1.672  -0.56
F4 -0.813 -5.314 -0.342  -0.34
C11 -1.150 -3.151 -1.431  0.24
O6 -2.255 -3.219 -1.858  -0.53
F5 -0.129 -3.182 -2.277  -0.17
O7 -3.420 -0.961 0.263  0.02
C12 -4.290 -0.306 -0.685  -0.30
C13 -4.536 -1.220 -1.879  -1.27
H1 -4.702 -3.386 4.617  0.35
H2 -5.519 -3.610 3.097  0.32
H3 -5.840 -2.143 4.064  0.32
H4 -3.011 -2.262 3.713  0.20
H5 -3.622 -2.722 2.138  0.15
H6 -0.983 0.784 1.682  0.42
H7 -1.560 0.170 3.202  0.62
H8 -1.340 -2.222 2.306  0.09
H9 0.096 -1.368 2.884  0.81
H10 1.129 -1.933 -0.675  0.71
H11 1.029 -3.471 2.301  0.61
H12 2.222 -2.317 1.959  0.84
H13 2.658 -4.782 1.221  0.52
H14 3.388 -3.386 0.472  0.43
H15 2.900 -5.155 -2.213  0.33
H16 3.532 -5.588 -0.636  0.45
H17 1.207 1.212 0.837  0.07
H18 2.028 -0.095 2.455  0.12
H19 3.173 -0.979 -0.295  0.20
H20 -5.253 -0.098 -0.215  0.35
H21 -3.843 0.617 -1.049  0.29
H22 -3.617 -1.342 -2.452  0.23
H23 -5.241 -0.717 -2.551  0.42
H24 -4.955 -2.183 -1.594  0.30
O8 7.145 1.090 0.597  -0.58
C14 6.815 1.861 -0.254  0.45
O9 7.718 2.662 -0.897  -0.37
C15 7.031 3.553 -1.787  -0.51
C16 5.693 2.890 -2.068  0.04
C17 5.416 2.149 -0.764  -0.07
H25 6.917 4.520 -1.287  0.26
H26 7.632 3.693 -2.685  0.33
H27 4.913 3.595 -2.347  -0.06
H28 5.800 2.168 -2.880  0.17
H29 4.898 2.777 -0.039  0.25
H30 4.856 1.230 -0.918  0.05
O10 -5.735 4.633 6.901  -0.60
C18 -5.429 4.358 5.775  0.47
O11 -4.849 3.189 5.433  -0.33
C19 -4.504 3.194 4.028  0.10
C20 -5.415 4.238 3.405  -0.52
C21 -5.584 5.236 4.548  -0.38
H31 -3.449 3.453 3.931  0.15
H32 -4.660 2.204 3.610  -0.05
H33 -5.008 4.668 2.492  0.32
H34 -6.380 3.789 3.163  0.29
H35 -4.793 5.988 4.556  0.23
H36 -6.558 5.718 4.541  0.29
O12 2.460 4.456 -2.993  -0.58
C22 2.730 4.099 -4.101  0.60
O13 3.296 2.899 -4.376  -0.28
C23 3.604 2.810 -5.774  -0.45
C24 2.687 3.816 -6.454  -0.48
C25 2.553 4.892 -5.382  -0.49
H37 4.661 3.052 -5.912  0.25
H38 3.429 1.791 -6.111  0.33
H39 3.076 4.179 -7.405  0.32
H40 1.713 3.361 -6.641  0.28
H41 3.351 5.635 -5.445  0.24
H42 1.584 5.382 -5.399  0.30

Properties
F_max ... 0.045 hartree/bohr
Lowest unoccupied orbital energy ... 2.15 eV
HOMO-LUMO gap ... 7.6751 eV
Multiplicity ... 1
Charge ... -1